1.
{"formula": "C28H37BeBrClF2K2N4NaO10PS2", "method": "the ωB97M-V functional and the def2-TZVPD basis", "species": ["C", "C", "C", "C", "C", "C", "C", "N", "C", "C", "C", "C", "C", "C", "P", "N", "O", "S", "C", "C", "S", "O", "O", "F", "C", "C", "C", "C", "C", "C", "N", "C", "H", "H", "H", "H", "H", "H", "H", "H", "H", "H", "H", "H", "H", "H", "H", "H", "H", "H", "H", "H", "H", "H", "H", "H", "H", "H", "H", "H", "H", "Na", "Cl", "K", "Br", "C", "O", "O", "O", "O", "H", "H", "C", "C", "N", "H", "H", "H", "Be", "K", "C", "C", "O", "C", "O", "O", "F", "H", "H", "H"], "positions_angstrom": [[5.15509, -1.28645, 3.52306], [3.70302, -0.71088, 3.13823], [3.45188, 0.56918, 4.05024], [3.06391, 1.80843, 3.07982], [1.49380, 2.10533, 3.11367], [1.03401, 2.35081, 1.59856], [0.58940, 0.97239, 1.01732], [-0.26952, 0.96375, -0.20832], [-0.06201, 2.09020, -1.09023], [-0.81929, 3.35591, -1.10558], [-0.45538, 4.41258, -2.05475], [0.66350, 4.25115, -3.00548], [1.43402, 2.97965, -3.04422], [1.04624, 1.93132, -2.07278], [1.98269, 0.27856, -2.05687], [3.61161, 0.53051, -1.43864], [2.15555, -0.28019, -3.65707], [-2.19925, 3.49114, 0.08908], [-2.70538, 1.76879, 0.26957], [-4.09939, 1.41779, 0.59995], [-5.46699, 2.53073, 0.86998], [-5.12723, 3.91590, 1.04359], [-6.49791, 2.28141, -0.18996], [-6.21079, 2.06274, 2.28223], [-4.42500, -0.03659, 0.73166], [-3.45510, -1.08680, 0.51631], [-2.05287, -0.72114, 0.18379], [-1.00460, -1.84440, -0.03383], [-0.14245, -2.10552, 1.24540], [-0.66313, -2.72065, 2.62671], [1.14383, -1.81595, 1.15998], [-1.66327, 0.71483, 0.07558], [5.22953, -1.22407, 4.64413], [5.92937, -0.61241, 3.05916], [5.21448, -2.34090, 3.13265], [2.89694, -1.46408, 3.32384], [3.75111, -0.46202, 2.04165], [4.38797, 0.88411, 4.60681], [2.58566, 0.25426, 4.80785], [3.32021, 1.59822, 2.00164], [3.59061, 2.76042, 3.37846], [1.30129, 3.07302, 3.67373], [0.87625, 1.33245, 3.61864], [0.24254, 3.14543, 1.62028], [1.88072, 2.77243, 0.98341], [1.54374, 0.41565, 0.76509], [0.04055, 0.35069, 1.78474], [-1.03118, 5.36679, -2.05321], [0.96188, 5.06572, -3.71210], [2.28648, 2.79440, -3.73679], [3.71115, -0.16334, -0.68677], [4.25247, 0.18432, -2.17182], [1.58279, 0.28849, -4.23199], [-5.47466, -0.31603, 1.01842], [-3.69728, -2.17418, 0.62125], [-0.34790, -1.53794, -0.90427], [-1.53679, -2.77692, -0.38914], [-1.35902, -2.01899, 3.14803], [-1.14037, -3.72088, 2.38024], [0.26022, -2.98130, 3.25921], [1.34383, -1.43766, 0.22389], [-8.22787, 1.05269, 0.13097], [0.76346, 1.79712, -5.31691], [1.82744, -3.58959, 3.14700], [0.93666, -0.67401, 4.67329], [-5.28805, -3.51438, 2.45876], [-5.30132, -3.91966, 3.62742], [-5.87432, -2.46725, 2.04351], [-4.67809, -4.09049, 1.50296], [-3.60454, -6.52801, 4.34254], [-3.98988, -5.65069, 4.19894], [-4.36356, -7.11956, 4.31816], [2.34833, -8.96686, 2.19935], [2.68036, -7.93427, 3.21304], [2.93766, -7.14118, 3.99606], [1.46746, -9.51966, 2.51015], [2.14872, -8.49255, 1.23425], [3.18467, -9.66313, 2.08731], [2.30687, 3.61359, -5.67342], [1.20360, -10.63857, 1.36581], [-1.38655, 5.10190, -9.04377], [-1.11940, 5.82055, -7.75586], [-0.06429, 5.06545, -7.18702], [0.61850, 4.53683, -8.23820], [1.71512, 4.06956, -8.15723], [-0.09191, 4.61099, -9.38821], [-2.18966, 5.76207, -6.93107], [-2.07290, 4.26109, -8.92123], [-1.77541, 5.76234, -9.81758], [-0.80375, 6.85986, -7.87583]], "forces_ev_per_a": [[-1.4, 0.3, -0.3], [1.9, 0.3, 0.9], [0.3, 0.7, -0.9], [-1.1, -0.4, 1.2], [0.6, 1.6, -1.2], [-0.4, 0.2, 0.9], [0.7, -0.1, 0.6], [-1.7, 1.9, 0.3], [1.7, 1.4, -2.5], [1.6, -1.5, -1.0], [1.1, -1.5, -0.3], [0.0, -2.2, 1.4], [-2.8, 1.2, 3.5], [0.3, 1.7, -0.8], [-1.1, -1.6, 0.7], [-0.2, -0.5, -1.2], [-0.1, 1.7, 1.4], [0.4, -0.4, -0.7], [0.3, -0.9, -0.1], [1.7, -3.2, 0.2], [-0.8, 1.3, -1.4], [0.0, -1.8, 0.2], [1.5, -0.3, 2.4], [1.0, 0.1, -2.0], [0.8, 0.6, -0.3], [1.2, 2.4, -0.2], [-1.8, 1.7, 0.4], [-0.8, 0.2, -0.2], [2.5, 0.2, -0.1], [0.7, -0.6, -1.4], [-2.7, -1.6, 0.2], [-2.4, -1.6, 0.5], [0.2, -0.4, -1.1], [-0.6, -0.9, 0.5], [0.5, 0.9, 0.5], [0.9, 1.0, -0.2], [-0.4, -0.2, 1.0], [-0.8, -0.7, -0.7], [2.7, 1.5, -1.6], [0.1, 0.1, 1.2], [-0.4, -1.1, -0.3], [0.3, -1.0, -0.6], [0.7, 0.6, -0.7], [0.3, -1.0, -0.3], [-0.8, -0.4, 0.6], [-1.0, 0.6, 0.3], [0.7, 0.9, -0.7], [0.5, -0.9, 0.0], [-0.5, -0.6, 0.8], [-0.6, 0.4, 1.2], [-0.1, 0.5, -0.3], [-0.1, 0.6, 0.3], [0.5, -0.3, 0.0], [1.3, 0.1, -0.2], [-0.1, 1.2, 0.0], [-0.4, -0.2, 1.2], [0.4, 0.9, 0.7], [0.7, -0.8, -0.3], [-0.1, 1.2, 0.3], [-5.3, 2.4, -0.9], [0.0, -0.1, 0.2], [-0.1, -0.2, 0.1], [0.5, 1.1, -2.0], [3.8, -0.9, 0.2], [-2.6, -2.2, 0.8], [0.0, 0.2, -0.7], [0.1, -0.2, 0.3], [-0.5, 0.6, 0.3], [0.5, -0.5, 0.0], [0.1, -0.1, 0.0], [-0.1, 0.1, -0.1], [0.0, 0.1, 0.0], [1.4, 3.0, 2.4], [0.0, -0.6, -0.8], [0.0, 0.2, 0.1], [1.6, 3.8, 3.0], [0.1, 0.2, 0.1], [0.1, 0.2, 0.2], [-1.4, -1.4, -0.5], [-3.2, -6.7, -5.1], [-0.5, 0.0, -0.7], [-0.6, 0.0, 0.5], [0.4, 0.1, -0.6], [0.1, -0.3, -0.2], [-0.1, -0.1, 0.5], [0.4, 0.1, 0.6], [0.1, 0.1, 0.1], [0.0, 0.1, 0.2], [0.2, -0.1, -0.1], [-0.1, 0.0, 0.1]], "lumo_energy_ev": -5.554, "total_charge": 1, "gap_ev": 1.11, "total_energy_ev": -212478.5159, "largest_force_ev_per_a": 9.01, "spin_multiplicity": 1}

2.
{"formula": "C5H11FN", "method": "the ωB97M-V functional and the def2-TZVPD basis", "species": ["C", "C", "C", "C", "C", "N", "F", "H", "H", "H", "H", "H", "H", "H", "H", "H", "H", "H"], "positions_angstrom": [[0.53317, -1.32797, -1.34326], [-0.26087, 0.61905, 1.73124], [0.91233, -2.14256, -2.46115], [0.28760, 2.97596, 1.35506], [-0.64906, 1.90144, 1.81786], [-0.73673, -1.70444, -0.69729], [-0.92142, -0.53314, 2.14357], [0.64677, 0.29522, 1.20608], [2.03147, -2.13448, -2.57137], [0.55029, -3.17984, -2.44435], [0.67163, -1.58468, -3.35189], [1.10443, 2.44561, 0.74064], [-0.41235, 3.62761, 0.79376], [0.72856, 3.61436, 2.14971], [-1.53709, 2.21279, 2.55404], [-0.93469, -2.73112, -0.95612], [-1.30833, -0.83620, -1.03468], [-0.70572, -1.51760, 0.36816]], "forces_ev_per_a": [[0.6, 1.6, 0.4], [0.2, 0.5, -0.8], [1.2, -1.2, 1.1], [-0.1, -0.4, -1.0], [-1.0, -1.1, 3.4], [0.7, -0.1, 0.2], [-0.2, 0.8, -0.2], [-0.3, 0.4, 0.2], [-0.8, 0.0, 0.4], [-0.2, 0.1, -0.5], [-0.6, 0.4, -0.7], [-1.2, 1.4, 0.6], [1.1, 0.0, -0.4], [-0.3, -0.7, -0.3], [1.8, -0.9, -2.1], [-1.1, 1.8, 0.5], [0.2, -2.1, 0.3], [0.0, -0.4, -1.4]], "lumo_energy_ev": -5.686, "total_charge": 1, "e_above_lowest_kj_mol": 582.5, "gap_ev": 7.27, "total_energy_ev": -9558.6503, "largest_force_ev_per_a": 3.74, "spin_multiplicity": 1}

3.
{"formula": "C5H6O", "method": "the ωB97M-V functional and the def2-TZVPD basis", "species": ["C", "C", "C", "O", "C", "C", "H", "H", "H", "H", "H", "H"], "positions_angstrom": [[-1.95880, 0.07924, -0.50664], [-0.60092, 0.69730, -0.68543], [0.64159, 0.02804, -0.42524], [0.21939, 0.05089, -1.71822], [1.62658, -0.25183, 0.36361], [2.33521, -0.61678, 1.39918], [-2.45383, 0.43504, 0.40256], [-1.90032, -1.01245, -0.47859], [-2.57050, 0.37231, -1.36559], [2.01175, -1.48706, 1.96277], [-0.56137, 1.78524, -0.70270], [3.21122, -0.07994, 1.75430]], "forces_ev_per_a": [[0.0, 0.0, 0.0], [-0.2, 0.2, 0.0], [0.1, 0.1, 0.3], [0.2, -0.1, -0.1], [-0.3, -0.1, 0.1], [-0.1, -0.1, 0.0], [0.1, 0.0, -0.1], [0.1, 0.2, 0.0], [0.0, -0.1, 0.1], [0.3, -0.1, -0.1], [-0.1, -0.1, -0.2], [-0.2, 0.0, -0.1]], "lumo_energy_ev": 0.934, "e_above_lowest_kj_mol": 294.6, "gap_ev": 9.94, "smiles": "C=C=C1O[C@H]1C", "total_energy_ev": -7326.2315, "largest_force_ev_per_a": 0.36, "spin_multiplicity": 1}

4.
{"formula": "CN2O3", "method": "the ωB97M-V functional and the def2-TZVPD basis", "species": ["C", "N", "N", "O", "O", "O"], "positions_angstrom": [[-0.45384, -0.33471, -0.46149], [0.44113, 1.09203, 0.95476], [1.27706, 0.40038, 0.53158], [-1.25779, -0.92702, -1.16187], [-0.76855, 0.57944, 0.34710], [0.86331, -0.70724, -0.13966]], "forces_ev_per_a": [[-2.3, -5.2, -2.1], [-3.6, 1.9, 0.0], [5.9, -2.9, 0.5], [2.5, 1.1, 0.8], [-1.6, 3.7, 2.3], [-0.9, 1.4, -1.5]], "lumo_energy_ev": 0.029, "e_above_lowest_kj_mol": 260.1, "gap_ev": 11.69, "smiles": "O=c1onno1", "total_energy_ev": -10155.9284, "largest_force_ev_per_a": 6.56, "spin_multiplicity": 1}